# 1
Computed, not measured: a molecular structure, CHI2O2S2, with wB97M-V/def2-TZVPD.

CARTESIAN COORDINATES (ANGSTROEM)
1 C 0.10212 0.71102 1.54748
2 O -3.84971 -1.73500 1.76688
3 O -4.50162 0.13346 0.21405
4 S -3.67051 0.86868 2.95131
5 S -3.80509 -0.37804 1.45866
6 I -1.45905 -0.54851 0.37631
7 I 1.56872 -0.59068 2.32351
8 H 0.57464 1.35610 0.72520

HOMO-LUMO gap (eV): 6.64
HOMO energy (eV): -4.0
Total charge: -1
ΔE to the lowest compared entry with this formula, charge and spin (eV): 2.850

From a Mulliken analysis of the wavefunction, the atomic charges in e read: -0.58 -0.43 -0.51 -0.29 0.61 0.10 -0.11 0.20

# 2
Computed, not measured: 2 unconnected molecules or ions with the total composition C28H47ClFNO2P, with wB97M-V/def2-TZVPD.

CARTESIAN COORDINATES (ANGSTROEM)
1 C 6.89052 1.75592 3.00051
2 C 7.76311 0.91626 1.97772
3 C 7.95451 -0.59872 2.34377
4 C 8.64810 -1.45770 1.18959
5 C 6.67121 -1.33060 2.83174
6 C 6.73343 -2.11537 4.08378
7 C 5.54292 -2.82607 4.59104
8 Cl 5.64100 -3.81733 6.08769
9 C 4.23007 -2.76850 3.92303
10 C 4.18123 -1.99910 2.69621
11 C 5.37991 -1.31660 2.15736
12 C 5.02133 -0.62697 0.81756
13 O 5.67419 -0.24433 -0.09625
14 N 3.54901 -0.59155 0.90490
15 F 3.15900 -1.03202 -0.38259
16 C 3.02273 -1.69918 1.71299
17 O 1.93869 -2.18382 1.61516
18 H 6.25565 2.45742 2.38764
19 H 7.58461 2.43016 3.57696
20 H 6.29852 1.15158 3.72877
21 H 8.79605 1.37434 1.98899
22 H 7.38551 1.09076 0.93362
23 H 8.67991 -0.63054 3.20855
24 H 9.69546 -1.72444 1.51707
25 H 8.77536 -0.87504 0.23755
26 H 8.13603 -2.44381 1.02334
27 H 7.67756 -2.20042 4.67921
28 H 3.32605 -3.29263 4.29734
29 C -5.20255 -2.23104 1.39331
30 C -4.00548 -2.40607 0.46522
31 C -2.84970 -1.45758 0.78255
32 C -3.04544 0.00210 0.34827
33 P -2.75528 0.42499 -1.36439
34 C -1.14734 -0.26345 -1.82412
35 C 0.08194 -0.03768 -0.93793
36 C 0.76004 1.33385 -0.98111
37 C 1.05858 1.85606 -2.38160
38 C -2.57349 2.19168 -1.54789
39 C -3.67002 3.17928 -1.13860
40 C -4.82211 3.40598 -2.11974
41 C -4.41710 3.52155 -3.58322
42 C -3.83796 -0.35006 -2.55893
43 C -5.31616 -0.00796 -2.77458
44 C -6.22680 -0.00964 -1.54148
45 C -7.09749 -1.25806 -1.44868
46 H -5.59604 -1.21231 1.36473
47 H -6.00539 -2.90946 1.10099
48 H -4.92819 -2.46181 2.42445
49 H -4.32516 -2.29699 -0.57256
50 H -3.64717 -3.43428 0.56563
51 H -1.94299 -1.85500 0.31756
52 H -2.67048 -1.47782 1.86078
53 H -2.31843 0.59650 0.91534
54 H -4.01719 0.37274 0.68088
55 H -0.93361 0.03567 -2.85450
56 H -1.30418 -1.34697 -1.87494
57 H 0.83161 -0.77545 -1.23605
58 H -0.16410 -0.26437 0.10353
59 H 1.70652 1.25689 -0.43896
60 H 0.17412 2.07196 -0.42740
61 H 1.71041 1.16864 -2.92428
62 H 1.56325 2.82144 -2.32027
63 H 0.14802 2.00469 -2.96713
64 H -2.20465 2.41438 -2.55192
65 H -1.74185 2.44225 -0.88427
66 H -3.18642 4.15024 -0.99148
67 H -4.07974 2.89621 -0.16464
68 H -5.34086 4.32427 -1.83121
69 H -5.56284 2.61532 -1.99534
70 H -3.75581 4.37588 -3.74226
71 H -5.30289 3.65573 -4.20601
72 H -3.90766 2.62370 -3.94437
73 H -3.75955 -1.43228 -2.41880
74 H -3.35455 -0.17289 -3.52852
75 H -5.71266 -0.70168 -3.52081
76 H -5.37532 0.96634 -3.26093
77 H -6.90521 0.84627 -1.60455
78 H -5.65673 0.12231 -0.62256
79 H -7.80592 -1.29594 -2.27841
80 H -7.67450 -1.24753 -0.52174
81 H -6.49922 -2.17230 -1.47027

HOMO-LUMO gap (eV): 8.77
HOMO energy (eV): -11.5
Total charge: +1

From a Mulliken analysis of the wavefunction, the atomic charges in e read: -1.16 -0.87 0.42 -1.36 0.41 -0.87 0.06 -0.19 -0.67 0.14 1.08 -0.12 -0.48 0.15 -0.30 0.14 -0.52 0.26 0.34 0.34 0.50 0.33 0.55 0.36 0.32 0.35 0.36 0.45 -1.40 0.14 -1.00 -1.11 0.97 -1.54 -0.36 -0.40 -1.36 -0.61 -0.93 0.11 -1.35 -1.01 -0.99 0.26 -1.73 0.25 0.40 0.40 -0.27 0.47 0.23 0.62 0.62 0.78 0.80 0.50 0.37 0.16 0.32 0.34 0.35 0.41 0.24 0.59 -0.03 0.44 0.32 0.45 -0.18 0.36 0.40 0.31 0.79 0.58 0.61 0.13 0.47 -0.11 0.46 0.39 0.31

# 3
Computed, not measured: a gas-phase ion, C7H15N4O (charge +1), with wB97M-V/def2-TZVPD.

CARTESIAN COORDINATES (ANGSTROEM)
1 C 0.32938 -1.58502 -0.29644
2 C 1.54815 -1.00917 -0.86634
3 C 2.06340 0.15139 0.13605
4 C -2.39157 0.18521 0.41259
5 C -0.02943 0.86672 0.98074
6 C 3.34544 0.92696 -0.13226
7 C -3.20822 0.68677 -0.75540
8 N 0.97805 1.15614 0.19303
9 N -1.28819 1.21332 0.58850
10 N -0.78504 -1.09737 -0.61629
11 N -1.93721 -1.16952 0.19782
12 O 0.47773 -2.36586 0.80065
13 H 2.36187 -1.77723 -0.63832
14 H 1.16202 -0.72638 -1.89635
15 H 2.00231 -0.39357 1.09160
16 H -2.95893 0.11060 1.26769
17 H 0.20365 0.07600 1.81036
18 H 4.24972 0.37510 -0.12447
19 H 3.45560 1.75890 0.65007
20 H 3.30428 1.30405 -1.18094
21 H -2.52701 0.84036 -1.63581
22 H -3.55059 1.76106 -0.49030
23 H -3.94122 -0.12796 -0.90079
24 H 0.80719 1.63204 -0.61913
25 H -1.49426 1.99855 -0.06130
26 H -1.87337 -1.78471 1.00662
27 H -0.30377 -3.00637 1.07842

HOMO-LUMO gap (eV): 9.03
HOMO energy (eV): -12.9
Total charge: +1
ΔE to the lowest compared entry with this formula, charge and spin (eV): 2.771

From a Mulliken analysis of the wavefunction, the atomic charges in e read: 0.42 -0.38 -0.29 0.05 0.05 -1.45 -1.39 0.00 -0.27 -0.41 -0.28 -0.51 0.36 0.34 0.46 0.49 0.41 0.43 0.33 0.37 0.36 0.35 0.38 0.26 0.30 0.28 0.36

# 4
Computed, not measured: C6H3IN2 in the gas phase, with wB97M-V/def2-TZVPD.

CARTESIAN COORDINATES (ANGSTROEM)
1 C -0.89411 0.38844 0.61999
2 C -0.38058 -0.02009 -0.38154
3 C 1.05053 -1.75573 -1.01409
4 C 1.79526 0.53547 -1.10023
5 C -1.52355 0.64064 1.83334
6 C 0.79639 -0.41580 -1.37962
7 N 1.36968 -2.82494 -0.80423
8 N 2.68702 1.23201 -0.84909
9 I -0.03486 -0.19637 -3.42321
10 H -0.74023 1.28079 2.19238
11 H -1.62862 -0.17944 2.43302
12 H -2.49693 1.31499 1.87328

HOMO-LUMO gap (eV): 8.87
HOMO energy (eV): -10.3
ΔE to the lowest compared entry with this formula, charge and spin (eV): 0.587

From a Mulliken analysis of the wavefunction, the atomic charges in e read: 0.34 -0.09 0.17 0.10 -1.31 0.34 -0.34 -0.37 0.26 0.31 0.33 0.26

# 5
Computed, not measured: 2 unconnected molecules or ions with the total composition C4O3, with wB97M-V/def2-TZVPD.

CARTESIAN COORDINATES (ANGSTROEM)
1 C 0.06977 -0.70006 0.11482
2 C -1.19657 -0.85520 0.03132
3 C -0.01923 1.62456 0.52659
4 C 1.32558 -0.59989 -0.04880
5 O -0.35529 2.25814 -0.37771
6 O 2.48801 -0.57918 -0.10787
7 O -2.31226 -1.14837 -0.13835

HOMO-LUMO gap (eV): 9.78
HOMO energy (eV): -10.1
ΔE to the lowest compared entry with this formula, charge and spin (eV): 0.559

From a Mulliken analysis of the wavefunction, the atomic charges in e read: -0.39 0.56 0.08 0.73 -0.19 -0.40 -0.39

# 6
Computed, not measured: a molecular structure, C12H18Cl3N3OOsS3Sb, with wB97M-V/def2-TZVPD.

CARTESIAN COORDINATES (ANGSTROEM)
1 Os 1.59107 -0.16313 0.73088
2 N -2.00637 0.89478 0.62903
3 C -2.41199 -0.55581 0.60251
4 C -2.12888 -1.19613 1.96068
5 C -0.81858 -1.96291 2.09480
6 N 0.40404 -1.11709 2.24787
7 C -0.63103 -2.94808 0.94883
8 C -0.62246 -2.24850 -0.40362
9 N 0.68974 -1.56107 -0.62885
10 C -1.85362 -1.34751 -0.59644
11 H -2.56638 1.40682 1.31269
12 H -2.11673 1.34669 -0.28901
13 H -1.01770 1.04693 0.85902
14 H -3.49109 -0.49917 0.46576
15 H -2.91403 -1.93341 2.13870
16 H -2.23274 -0.46038 2.76331
17 H -0.89949 -2.52705 3.02645
18 H 1.10611 -1.74571 2.63717
19 H 0.26105 -0.42582 3.00347
20 H -1.44717 -3.67199 0.96583
21 H 0.28772 -3.52560 1.08642
22 H -0.67972 -3.00285 -1.19048
23 H 0.62864 -1.03585 -1.50080
24 H 1.38657 -2.29405 -0.78747
25 H -2.64997 -2.04629 -0.86045
26 H -1.73855 -0.69949 -1.46913
27 S 0.50325 1.04098 4.61370
28 Sb 2.66196 1.48529 3.78495
29 S 3.31244 -0.32322 2.17050
30 S 1.21684 1.91285 1.86678
31 Cl 2.78259 3.95930 -5.04717
32 C 2.09723 3.07080 -3.74761
33 C 2.91617 2.31554 -2.92411
34 C 2.31105 1.62763 -1.89354
35 Cl 3.28501 0.63280 -0.81241
36 C 0.95297 1.64279 -1.61154
37 O 0.41146 0.96015 -0.58998
38 C 0.17101 2.40450 -2.48420
39 Cl -1.55242 2.46511 -2.26206
40 C 0.72529 3.11087 -3.53414
41 H 3.98363 2.27128 -3.08889
42 H 0.09307 3.69597 -4.18744

Multiplicity: 2
HOMO-LUMO gap (alpha / beta) (eV): 5.70 / 5.68
HOMO energy (alpha / beta) (eV): -14.0 / -14.0
Total charge: +2
ΔE to the lowest compared entry with this formula, charge and spin (eV): 1.750

From a Mulliken analysis of the wavefunction, the atomic charges in e read: 1.97 0.12 0.11 -1.35 0.33 -0.28 -1.59 0.22 -0.91 -1.11 0.47 0.04 -0.23 0.44 0.49 0.44 0.40 0.52 -0.18 0.44 0.49 0.43 0.33 0.45 0.56 0.45 -0.28 0.62 -0.29 -0.33 -0.15 0.35 -1.07 1.22 -0.17 -1.13 -0.48 0.88 -0.29 -0.92 0.48 0.49

Calculated values (eV) of electronic energy for the records, taken in order: -43018.4654 -59904.4140 -15500.9431 -17346.9124 -10287.8662 -98318.4038.